Run i
# C48H72O36

A 12-piece molecular cluster, C48H72O36 overall (ωB97M-V/def2-TZVPD, the Open Molecules 2025 dataset).

Spin multiplicity   1
E_LUMO   -0.08 eV
SMILES   C[C@H]1COC(=O)O1.C[C@H]1COC(=O)O1.C[C@H]1COC(=O)O1.C[C@H]1COC(=O)O1.C[C@H]1COC(=O)O1.C[C@H]1COC(=O)O1.C[C@H]1COC(=O)O1.C[C@H]1COC(=O)O1.C[C@H]1COC(=O)O1.C[C@H]1COC(=O)O1.C[C@H]1COC(=O)O1.C[C@H]1COC(=O)O1

Last column: Mulliken charge in e.
Cartesian coordinates (Å):
C: -7.60 -21.69 -4.21  -1.310
C: -8.66 -20.94 -5.09  0.339
C: -8.76 -21.33 -6.58  -0.331
O: -10.12 -21.78 -6.60  -0.332
C: -10.70 -21.76 -5.43  0.717
O: -11.86 -22.16 -5.27  -0.615
O: -9.90 -21.28 -4.51  -0.344
H: -6.65 -21.32 -4.60  0.370
H: -7.60 -22.77 -4.34  0.327
H: -7.61 -21.43 -3.16  0.341
H: -8.58 -19.86 -5.02  0.308
H: -8.10 -22.10 -6.98  0.274
H: -8.59 -20.41 -7.15  0.256
C: -8.61 -16.08 6.22  -1.283
C: -7.42 -15.32 5.49  0.286
C: -7.09 -13.86 5.89  -0.463
O: -5.72 -13.87 5.70  -0.268
C: -5.24 -15.05 5.93  0.649
O: -4.04 -15.28 6.12  -0.586
O: -6.28 -15.98 5.95  -0.328
H: -9.57 -15.80 5.79  0.369
H: -8.48 -15.84 7.28  0.328
H: -8.52 -17.16 6.08  0.329
H: -7.50 -15.34 4.40  0.345
H: -7.54 -13.55 6.83  0.310
H: -7.59 -13.32 5.08  0.310
C: 3.38 -16.23 5.94  -1.451
C: 3.23 -17.53 6.78  0.467
C: 2.72 -18.81 6.07  -0.335
O: 3.71 -19.79 6.23  -0.315
C: 4.71 -19.23 7.00  0.646
O: 5.61 -19.91 7.47  -0.548
O: 4.46 -17.93 7.16  -0.343
H: 2.43 -15.89 5.53  0.384
H: 4.20 -16.30 5.23  0.350
H: 3.75 -15.38 6.52  0.367
H: 2.61 -17.30 7.64  0.219
H: 2.52 -18.50 5.05  0.288
H: 1.78 -19.07 6.56  0.272
C: -1.63 -15.31 -0.39  -1.483
C: -2.88 -15.29 -1.15  0.542
C: -3.94 -16.36 -0.77  -0.412
O: -5.15 -15.64 -0.56  -0.344
C: -4.90 -14.30 -0.55  0.694
O: -5.71 -13.37 -0.36  -0.611
O: -3.60 -14.09 -0.80  -0.325
H: -1.75 -15.16 0.68  0.357
H: -1.01 -14.49 -0.76  0.359
H: -1.07 -16.24 -0.54  0.395
H: -2.70 -15.36 -2.22  0.256
H: -3.65 -16.84 0.16  0.261
H: -4.08 -17.12 -1.54  0.311
C: -10.34 -7.35 -2.82  -1.312
C: -9.91 -5.88 -2.65  0.480
C: -9.43 -5.37 -1.34  -0.475
O: -8.36 -4.50 -1.60  -0.299
C: -7.98 -4.76 -2.86  0.633
O: -7.14 -4.15 -3.55  -0.583
O: -8.79 -5.66 -3.45  -0.318
H: -9.46 -8.00 -2.82  0.342
H: -10.75 -7.42 -3.82  0.328
H: -11.01 -7.66 -2.02  0.368
H: -10.77 -5.24 -2.83  0.234
H: -9.05 -6.05 -0.58  0.290
H: -10.33 -4.94 -0.91  0.310
C: -8.55 -14.49 -10.66  -1.373
C: -7.08 -14.23 -10.14  0.437
C: -7.01 -13.12 -9.16  -0.420
O: -6.54 -13.75 -7.96  -0.325
C: -6.36 -15.10 -8.21  0.683
O: -6.05 -15.84 -7.28  -0.594
O: -6.75 -15.38 -9.40  -0.335
H: -9.36 -14.30 -9.96  0.334
H: -8.83 -15.46 -11.07  0.356
H: -8.69 -13.85 -11.53  0.374
H: -6.35 -14.12 -10.94  0.323
H: -8.00 -12.69 -9.02  0.256
H: -6.35 -12.31 -9.46  0.285
C: 0.21 -22.20 -4.52  -1.444
C: 0.07 -21.90 -5.99  0.509
C: 1.33 -22.07 -6.87  -0.422
O: 0.96 -23.10 -7.80  -0.300
C: -0.21 -23.43 -7.66  0.711
O: -0.76 -24.19 -8.43  -0.618
O: -0.71 -22.96 -6.52  -0.356
H: 0.69 -21.38 -4.00  0.376
H: 0.71 -23.12 -4.23  0.351
H: -0.75 -22.31 -4.02  0.352
H: -0.35 -20.91 -6.20  0.251
H: 2.19 -22.41 -6.29  0.299
H: 1.46 -21.12 -7.39  0.291
C: -0.05 -10.23 4.13  -1.383
C: 1.07 -9.54 3.49  0.406
C: 2.35 -9.48 4.37  -0.408
O: 3.26 -9.82 3.32  -0.342
C: 2.66 -10.39 2.26  0.692
O: 3.23 -11.01 1.34  -0.628
O: 1.41 -10.32 2.38  -0.295
H: 0.18 -11.09 4.76  0.374
H: -0.73 -10.75 3.45  0.354
H: -0.67 -9.44 4.55  0.337
H: 0.88 -8.51 3.21  0.313
H: 2.33 -10.26 5.13  0.269
H: 2.52 -8.49 4.78  0.311
C: -0.32 -7.63 -3.09  -1.204
C: -1.13 -8.88 -3.39  0.460
C: -2.42 -8.67 -4.21  -0.468
O: -2.24 -9.45 -5.34  -0.333
C: -1.11 -10.17 -5.27  0.644
O: -0.81 -11.07 -6.02  -0.556
O: -0.35 -9.70 -4.26  -0.398
H: -0.17 -7.52 -2.02  0.274
H: -0.98 -6.78 -3.29  0.325
H: 0.59 -7.62 -3.69  0.346
H: -1.36 -9.49 -2.52  0.335
H: -2.62 -7.66 -4.55  0.301
H: -3.29 -8.96 -3.61  0.274
C: 4.93 -18.47 -1.37  -1.299
C: 4.86 -17.12 -2.18  0.379
C: 5.99 -16.63 -3.04  -0.372
O: 5.33 -16.13 -4.24  -0.319
C: 4.09 -16.56 -4.25  0.687
O: 3.23 -16.53 -5.17  -0.612
O: 3.84 -17.24 -3.14  -0.308
H: 5.06 -19.35 -2.00  0.335
H: 3.97 -18.56 -0.86  0.338
H: 5.72 -18.38 -0.63  0.379
H: 4.57 -16.29 -1.53  0.252
H: 6.70 -17.42 -3.27  0.262
H: 6.55 -15.79 -2.63  0.278
C: -11.55 -14.62 -4.70  -1.366
C: -13.05 -14.66 -4.52  0.455
C: -13.73 -13.60 -5.42  -0.411
O: -14.37 -14.45 -6.34  -0.303
C: -14.22 -15.68 -6.19  0.669
O: -14.70 -16.52 -6.99  -0.582
O: -13.46 -15.91 -5.00  -0.338
H: -11.19 -13.62 -4.48  0.380
H: -11.26 -14.78 -5.74  0.315
H: -11.06 -15.36 -4.07  0.346
H: -13.35 -14.54 -3.48  0.278
H: -13.03 -12.96 -5.95  0.263
H: -14.45 -13.04 -4.83  0.296
C: -4.76 -24.89 4.84  -1.338
C: -4.76 -23.56 3.98  0.390
C: -4.72 -22.31 4.78  -0.416
O: -3.61 -21.57 4.27  -0.294
C: -3.08 -22.26 3.28  0.665
O: -2.11 -21.85 2.65  -0.599
O: -3.59 -23.49 3.19  -0.341
H: -4.04 -24.84 5.66  0.362
H: -4.50 -25.81 4.33  0.340
H: -5.81 -24.96 5.12  0.355
H: -5.57 -23.50 3.26  0.303
H: -4.41 -22.51 5.81  0.300
H: -5.64 -21.74 4.68  0.271



Run ii
# C48H72O36

A 12-piece molecular cluster, C48H72O36 overall (ωB97M-V/def2-TZVPD, the Open Molecules 2025 dataset).

Spin multiplicity   1
E_LUMO   -0.37 eV
SMILES   C[C@H]1COC(=O)O1.C[C@H]1COC(=O)O1.C[C@H]1COC(=O)O1.C[C@H]1COC(=O)O1.C[C@H]1COC(=O)O1.C[C@H]1COC(=O)O1.C[C@H]1COC(=O)O1.C[C@H]1COC(=O)O1.C[C@H]1COC(=O)O1.C[C@H]1COC(=O)O1.C[C@H]1COC(=O)O1.C[C@H]1COC(=O)O1

Last column: Mulliken charge in e.
Cartesian coordinates (Å):
C: -15.50 19.73 1.03  -1.342
C: -14.48 19.58 2.24  0.321
C: -13.14 20.25 2.13  -0.465
O: -12.97 20.77 3.36  -0.333
C: -14.15 20.93 4.03  0.698
O: -14.45 21.50 5.11  -0.602
O: -15.09 20.35 3.31  -0.348
H: -15.48 20.68 0.49  0.338
H: -16.53 19.59 1.33  0.340
H: -15.36 19.07 0.17  0.395
H: -14.34 18.54 2.55  0.311
H: -13.25 21.15 1.54  0.334
H: -12.55 19.52 1.58  0.352
C: -24.21 24.38 9.44  -1.268
C: -24.65 24.11 8.04  0.403
C: -24.60 22.64 7.46  -0.534
O: -25.50 22.83 6.29  -0.336
C: -26.53 23.54 6.92  0.633
O: -27.69 23.51 6.59  -0.542
O: -26.10 24.12 8.02  -0.329
H: -24.69 25.25 9.88  0.355
H: -23.25 24.90 9.39  0.391
H: -24.05 23.54 10.12  0.313
H: -24.10 24.73 7.33  0.297
H: -25.04 21.81 8.00  0.303
H: -23.59 22.42 7.12  0.315
C: -12.69 26.61 12.68  -1.480
C: -13.79 25.94 11.91  0.500
C: -14.45 24.77 12.61  -0.448
O: -15.87 24.94 12.50  -0.299
C: -15.97 26.22 12.16  0.670
O: -17.02 26.81 11.98  -0.590
O: -14.84 26.81 11.85  -0.325
H: -13.09 26.99 13.62  0.360
H: -12.23 27.44 12.13  0.351
H: -11.88 25.93 12.92  0.380
H: -13.40 25.79 10.90  0.272
H: -14.16 24.88 13.65  0.310
H: -14.27 23.83 12.09  0.298
C: -16.66 12.92 1.11  -1.329
C: -16.58 12.41 2.56  0.329
C: -17.55 13.17 3.63  -0.383
O: -18.14 12.17 4.32  -0.290
C: -17.86 10.90 3.75  0.622
O: -18.43 9.84 4.07  -0.542
O: -17.08 11.10 2.60  -0.340
H: -16.10 12.24 0.47  0.349
H: -16.22 13.91 1.21  0.370
H: -17.65 13.04 0.66  0.339
H: -15.59 12.26 3.00  0.309
H: -18.29 13.69 3.02  0.268
H: -17.06 13.80 4.37  0.298
C: -20.39 16.24 18.98  -1.159
C: -19.30 15.64 19.93  0.238
C: -18.80 16.48 21.05  -0.506
O: -19.73 16.35 22.07  -0.338
C: -20.42 15.28 21.82  0.689
O: -21.22 14.80 22.54  -0.544
O: -19.96 14.71 20.76  -0.359
H: -20.55 15.36 18.35  0.327
H: -19.93 17.00 18.35  0.340
H: -21.20 16.72 19.52  0.310
H: -18.65 15.12 19.23  0.344
H: -18.40 17.47 20.83  0.360
H: -17.87 16.12 21.50  0.299
C: -14.57 10.78 9.89  -1.367
C: -14.14 10.17 11.25  0.400
C: -13.55 8.67 11.20  -0.328
O: -12.14 8.97 11.22  -0.306
C: -11.89 10.15 11.80  0.612
O: -10.82 10.45 12.34  -0.531
O: -13.14 10.94 11.92  -0.356
H: -15.48 10.39 9.42  0.365
H: -13.77 10.73 9.16  0.324
H: -14.75 11.85 10.00  0.352
H: -14.99 10.32 11.92  0.274
H: -13.84 8.21 10.25  0.298
H: -13.93 8.06 12.03  0.264
C: -18.95 20.37 9.62  -1.497
C: -19.24 18.94 9.96  0.666
C: -18.46 17.87 9.35  -0.413
O: -18.03 16.98 10.33  -0.280
C: -18.36 17.50 11.49  0.657
O: -17.92 16.98 12.52  -0.580
O: -19.13 18.69 11.32  -0.373
H: -19.31 21.22 10.20  0.356
H: -19.15 20.72 8.61  0.341
H: -17.87 20.41 9.75  0.338
H: -20.33 18.93 9.89  0.192
H: -17.66 18.15 8.67  0.346
H: -19.17 17.22 8.85  0.248
C: -7.38 14.91 4.74  -1.423
C: -8.86 14.63 4.31  0.460
C: -9.35 13.22 4.65  -0.426
O: -10.62 13.51 5.13  -0.274
C: -10.74 14.72 5.39  0.691
O: -11.68 15.33 5.97  -0.632
O: -9.65 15.43 5.04  -0.335
H: -7.26 14.98 5.82  0.375
H: -7.14 15.97 4.61  0.369
H: -6.64 14.29 4.23  0.357
H: -8.94 14.80 3.23  0.248
H: -8.84 12.83 5.53  0.299
H: -9.40 12.50 3.83  0.293
C: -16.36 31.49 5.61  -1.224
C: -16.91 30.69 6.80  0.458
C: -18.37 30.79 6.98  -0.569
O: -18.97 29.61 6.90  -0.295
C: -18.03 28.72 6.69  0.653
O: -18.14 27.56 6.35  -0.585
O: -16.85 29.30 6.60  -0.373
H: -17.21 31.57 4.94  0.377
H: -15.55 31.06 5.02  0.307
H: -15.90 32.36 6.10  0.307
H: -16.45 31.03 7.73  0.312
H: -18.67 31.56 6.26  0.303
H: -18.55 31.37 7.89  0.330
C: -26.11 17.10 15.45  -1.231
C: -25.34 18.13 14.51  0.271
C: -25.65 17.94 13.01  -0.402
O: -26.25 19.22 12.76  -0.352
C: -26.66 19.87 13.85  0.709
O: -27.41 20.82 13.88  -0.561
O: -26.06 19.31 14.87  -0.344
H: -27.14 17.00 15.12  0.331
H: -26.03 17.52 16.46  0.323
H: -25.86 16.05 15.32  0.391
H: -24.29 18.36 14.67  0.348
H: -26.45 17.26 12.71  0.249
H: -24.75 17.81 12.42  0.268
C: -23.25 8.75 8.38  -1.342
C: -22.41 9.74 9.26  0.303
C: -22.83 11.26 9.22  -0.379
O: -22.84 11.50 10.58  -0.321
C: -22.99 10.35 11.32  0.664
O: -23.46 10.24 12.50  -0.584
O: -22.72 9.30 10.58  -0.302
H: -24.32 8.76 8.60  0.354
H: -23.12 7.70 8.62  0.354
H: -23.12 8.84 7.30  0.363
H: -21.33 9.72 9.08  0.300
H: -23.89 11.20 8.94  0.285
H: -22.20 11.97 8.69  0.305
C: -12.58 15.36 16.96  -1.572
C: -11.20 15.41 17.36  0.608
C: -10.66 16.78 17.66  -0.474
O: -9.98 16.68 18.86  -0.302
C: -10.12 15.48 19.33  0.693
O: -9.42 15.02 20.23  -0.601
O: -11.09 14.85 18.71  -0.335
H: -12.83 14.31 16.83  0.347
H: -12.89 15.83 16.02  0.409
H: -13.33 15.83 17.60  0.369
H: -10.57 14.77 16.73  0.263
H: -11.42 17.57 17.67  0.309
H: -10.04 17.11 16.82  0.286



Which of them is the most stable? Correct choice: run i.